{
  "formula": "C30H75Cd2F12N5O4P2S",
  "method": "ωB97M-V/def2-TZVPD",
  "symbols": ["Cd", "Cd", "S", "O", "O", "O", "O", "P", "F", "F", "F", "F", "F", "F", "P", "F", "F", "F", "F", "F", "F", "C", "C", "N", "C", "C", "C", "C", "H", "H", "H", "H", "H", "H", "H", "H", "H", "H", "H", "H", "H", "H", "H", "C", "C", "N", "C", "C", "C", "C", "H", "H", "H", "H", "H", "H", "H", "H", "H", "H", "H", "H", "H", "H", "H", "C", "C", "N", "C", "C", "C", "C", "H", "H", "H", "H", "H", "H", "H", "H", "H", "H", "H", "H", "H", "H", "H", "C", "C", "N", "C", "C", "C", "C", "H", "H", "H", "H", "H", "H", "H", "H", "H", "H", "H", "H", "H", "H", "H", "C", "C", "N", "C", "C", "C", "C", "H", "H", "H", "H", "H", "H", "H", "H", "H", "H", "H", "H", "H", "H", "H"],
  "coordinates": [[-22.8702, -19.6141, 20.7542], [-20.0382, -12.7599, 17.4787], [-21.7991, -15.8254, 19.5515], [-21.0402, -16.8556, 20.1675], [-21.4053, -15.6795, 18.1911], [-23.1057, -16.4281, 19.7711], [-21.5297, -14.4470, 19.9481], [-17.9701, -14.2890, 12.0992], [-18.5118, -15.8194, 12.5150], [-19.3500, -14.0126, 11.3319], [-18.4918, -13.6694, 13.5671], [-17.4746, -12.8038, 11.5647], [-16.4832, -14.5106, 12.7346], [-17.5159, -14.9595, 10.7113], [-18.1583, -22.0003, 23.0414], [-18.6562, -23.2715, 23.9300], [-18.3342, -20.9549, 24.3356], [-16.6197, -22.3064, 23.5486], [-17.5978, -20.6981, 22.2051], [-17.7678, -22.9917, 21.7940], [-19.6607, -21.7236, 22.4833], [-23.6712, -12.3149, 14.8228], [-23.9858, -11.3034, 15.9113], [-22.7918, -10.4066, 16.1718], [-23.3550, -9.6039, 17.2595], [-22.3272, -8.4736, 17.6451], [-22.4659, -9.6045, 15.0057], [-23.5594, -8.6474, 14.4909], [-23.7014, -11.7687, 13.8800], [-24.4191, -13.1074, 14.7991], [-22.7212, -12.8482, 14.8563], [-24.9069, -10.8368, 15.5619], [-24.3610, -11.8358, 16.7853], [-24.2425, -8.9934, 17.0929], [-23.4554, -10.1859, 18.1756], [-22.3680, -7.7025, 16.8758], [-22.5337, -8.1294, 18.6585], [-21.2993, -8.8347, 17.6768], [-22.1107, -10.2776, 14.2254], [-21.5922, -8.9783, 15.1862], [-24.0075, -8.0423, 15.2791], [-24.3984, -9.2053, 14.0751], [-23.2354, -7.9203, 13.7463], [-28.3780, -11.9561, 21.0365], [-27.5661, -12.2939, 22.2930], [-27.0666, -11.1944, 23.1148], [-25.9899, -11.5437, 24.0874], [-26.5066, -12.1475, 25.4025], [-28.1978, -10.4212, 23.7098], [-27.8849, -9.1608, 24.5244], [-29.3518, -11.6348, 21.4062], [-28.5787, -12.8396, 20.4305], [-27.8439, -11.2930, 20.3560], [-28.0884, -13.0474, 22.8826], [-26.6164, -12.7288, 21.9817], [-25.3440, -10.7004, 24.3318], [-25.2676, -12.2320, 23.6484], [-27.1676, -12.9768, 25.1504], [-27.1506, -11.4830, 25.9787], [-25.6161, -12.4591, 25.9483], [-28.7983, -10.0127, 22.8970], [-28.7817, -11.0405, 24.3907], [-28.8142, -8.7381, 24.9063], [-27.4368, -9.3648, 25.4969], [-27.2969, -8.3563, 24.0827], [-21.3283, -21.5258, 17.0643], [-22.4623, -22.4593, 17.3698], [-23.7584, -21.8196, 17.8858], [-24.7453, -22.8784, 18.2118], [-24.1492, -23.9452, 19.2488], [-24.3431, -21.0069, 16.8086], [-24.7067, -21.6993, 15.4662], [-21.4733, -20.8597, 16.2137], [-20.5160, -22.0846, 16.5997], [-20.9270, -20.9873, 17.9229], [-22.6183, -23.1210, 16.5178], [-22.0017, -23.1314, 18.0938], [-25.6820, -22.4537, 18.5728], [-24.9367, -23.4611, 17.3107], [-23.5420, -23.6015, 20.0862], [-24.8372, -24.6414, 19.7284], [-23.5512, -24.6388, 18.6577], [-23.6797, -20.1873, 16.5325], [-25.2118, -20.4920, 17.2188], [-25.5520, -22.3763, 15.5898], [-23.8707, -22.2084, 14.9866], [-25.1176, -20.9750, 14.7629], [-27.0134, -19.0678, 22.8439], [-26.2647, -19.8980, 23.9111], [-24.8040, -19.6598, 24.0691], [-24.5901, -18.3235, 24.6450], [-23.1860, -18.0024, 25.2046], [-24.3478, -20.7137, 25.0426], [-24.9799, -20.7145, 26.4044], [-26.6336, -19.0226, 21.8233], [-27.1579, -18.0410, 23.1799], [-28.0010, -19.5190, 22.7477], [-26.7607, -19.7170, 24.8647], [-26.4054, -20.9710, 23.7808], [-24.9432, -17.5609, 23.9509], [-25.2903, -18.1772, 25.4675], [-22.9722, -18.6056, 26.0869], [-22.3777, -18.1630, 24.4911], [-23.1362, -16.9414, 25.4494], [-23.2650, -20.7492, 25.1630], [-24.5096, -21.7390, 24.7098], [-24.8969, -19.7512, 26.9078], [-24.5509, -21.4302, 27.1057], [-26.0142, -21.0444, 26.3064], [-17.6504, -11.5620, 21.4091], [-16.7826, -11.1767, 20.1811], [-16.8494, -12.1461, 19.0170], [-15.8600, -11.5812, 18.0308], [-16.2421, -10.2637, 17.3472], [-16.4408, -13.4784, 19.5103], [-16.1770, -14.5080, 18.3629], [-18.7351, -11.5671, 21.3016], [-17.3858, -10.9050, 22.2376], [-17.4281, -12.5588, 21.7898], [-17.1410, -10.1904, 19.8865], [-15.7613, -11.0508, 20.5405], [-14.8420, -11.4890, 18.4092], [-15.7901, -12.3627, 17.2742], [-15.4438, -9.9262, 16.6863], [-17.1728, -10.2197, 16.7816], [-16.3624, -9.4763, 18.0913], [-17.1900, -13.9159, 20.1702], [-15.6149, -13.3616, 20.2119], [-16.0556, -15.5094, 18.7759], [-15.2354, -14.3466, 17.8380], [-17.0400, -14.5838, 17.7015]],
  "atomic_forces_ev_per_a": [[0.38, 0.56, -0.20], [-0.07, -0.77, 0.38], [-2.32, 2.07, 1.29], [3.81, -3.45, 2.74], [1.07, -0.01, -5.84], [-2.05, 0.99, -0.43], [-0.52, 0.47, 2.07], [0.48, -0.63, -1.26], [0.49, 1.51, 0.76], [-1.28, 0.49, 1.20], [0.06, -0.36, -1.12], [-0.19, -0.52, 0.93], [-0.96, -0.24, 0.13], [1.25, -0.10, -0.26], [3.20, 0.20, 0.84], [-0.48, 0.80, -0.46], [-0.71, -1.11, -0.92], [-0.54, 0.48, 0.30], [-0.61, -0.62, -0.09], [-1.33, 0.51, -0.01], [0.09, -0.11, 0.20], [-0.27, -0.11, -0.53], [0.93, -1.73, -1.10], [-3.46, -0.66, 1.03], [3.16, 2.39, 1.84], [-0.30, -0.84, -0.12], [0.61, 0.90, -1.05], [-0.70, -0.37, 0.13], [0.03, -0.39, -0.27], [-0.20, 0.16, -0.10], [0.26, 0.28, 0.39], [0.23, 1.00, -0.01], [0.83, 0.23, 0.56], [-0.55, -0.82, -0.53], [-0.39, -0.41, -0.39], [0.02, 0.34, 0.46], [-0.22, 0.45, -0.25], [0.08, -0.27, -0.12], [-0.31, -0.03, -0.11], [0.11, -0.17, 0.52], [0.21, -0.02, 0.19], [0.02, -0.01, -0.22], [0.39, -0.36, -0.09], [-0.03, -0.26, 0.79], [1.76, -0.32, -0.25], [-0.48, 1.57, 0.56], [-0.95, 0.07, 0.06], [-0.07, -0.10, -0.80], [1.08, 0.72, -0.13], [0.30, -0.04, 1.20], [-0.05, 0.63, -0.65], [0.13, -0.34, 0.30], [-0.30, 0.51, 0.36], [-0.35, -0.21, 0.17], [-0.12, -0.60, -0.26], [-0.41, 0.57, -0.18], [-0.36, -0.29, -0.39], [0.29, -0.45, 0.20], [0.45, 0.24, 0.11], [-0.38, -0.19, 0.41], [-0.24, -0.69, -0.15], [-0.45, -0.34, -0.20], [-0.39, 0.16, -0.63], [0.63, -0.36, -0.10], [-0.07, -0.27, -0.44], [0.43, 0.62, -1.31], [0.13, 0.02, 1.01], [0.93, -1.11, -0.97], [1.25, -1.42, 1.90], [-0.23, -0.08, -0.95], [0.02, 1.01, -0.78], [-0.65, -0.03, 0.51], [-0.65, 0.59, 0.32], [0.22, -0.53, 0.64], [-0.11, 0.03, 0.00], [-0.60, 0.17, -0.25], [-0.75, 0.02, 0.53], [0.14, 0.24, -0.08], [-0.25, 0.05, -0.07], [0.12, 0.63, -0.28], [-0.79, 0.46, -0.27], [0.38, 0.16, 0.12], [0.37, -0.10, 0.33], [-0.26, -0.23, -0.01], [0.23, -0.36, 0.06], [-0.07, 0.05, 0.11], [0.38, 0.35, 0.09], [-0.13, -0.24, 0.55], [0.09, 0.23, -0.87], [-0.28, -0.94, 0.88], [0.30, 0.67, 0.30], [-0.42, -0.23, -0.63], [1.33, -0.90, -0.14], [-0.69, 0.32, 0.80], [0.57, -0.26, 0.12], [0.02, 0.00, -0.02], [-0.13, 0.11, 0.08], [-0.05, 0.36, 0.13], [0.11, 0.00, -0.51], [0.40, -0.12, -0.44], [-0.18, -0.20, 0.39], [0.03, 0.16, 0.01], [-0.05, -0.20, -0.17], [-0.14, -0.07, 0.21], [0.14, 0.79, -0.24], [-0.41, 0.22, -1.01], [-0.33, 0.04, 0.01], [0.45, -0.13, -0.39], [-0.18, 0.39, 0.30], [0.59, -0.55, 0.12], [-2.13, -0.47, 0.70], [1.06, 1.79, 1.09], [-1.09, -1.08, -1.63], [-0.09, 0.46, 0.82], [-0.17, -1.10, -0.97], [0.31, 0.20, 1.21], [0.01, 0.36, -0.48], [-0.14, 0.23, -0.10], [0.22, -0.05, -0.10], [0.17, -0.14, -0.41], [0.29, -0.26, -0.27], [-0.05, -0.01, 0.71], [0.09, 0.21, -0.23], [0.02, -0.25, -0.02], [-0.05, -0.65, -0.12], [0.18, 0.12, 0.06], [-0.48, 0.31, -0.30], [0.67, 0.03, -0.32], [-0.15, 0.05, 0.32], [-0.32, 0.29, -0.28], [0.11, 0.25, -0.28]],
  "mulliken_charge": [1.2006, 1.2187, 1.3630, -0.5864, -0.6195, -0.6258, -0.6030, 1.1708, -0.3684, -0.3415, -0.3965, -0.3601, -0.3532, -0.3597, 1.1504, -0.3466, -0.3668, -0.3772, -0.3552, -0.3554, -0.3553, -1.2664, -0.4287, -0.0685, -0.5221, -1.2763, -0.7560, -1.0025, 0.3141, 0.3843, 0.2700, 0.2858, 0.4985, 0.2865, 0.5486, 0.2767, 0.4129, 0.3187, 0.4931, 0.3820, 0.2597, 0.2888, 0.4054, -1.3148, -0.3475, -0.0317, -0.6736, -1.0288, -0.3452, -1.4066, 0.3520, 0.4229, 0.2691, 0.2691, 0.3921, 0.3229, 0.4387, 0.2716, 0.2700, 0.3861, 0.3861, 0.3187, 0.4053, 0.3127, 0.3323, -1.3065, -0.4339, 0.0264, -0.4489, -1.3003, -0.6646, -1.1017, 0.3344, 0.4056, 0.2646, 0.3567, 0.4226, 0.4321, 0.3194, 0.3050, 0.3702, 0.3571, 0.3621, 0.4742, 0.3137, 0.2775, 0.4133, -1.2905, -0.5529, -0.0292, -0.5763, -1.2819, -0.6592, -1.0662, 0.2609, 0.3295, 0.4084, 0.3580, 0.5109, 0.5002, 0.3793, 0.2919, 0.3234, 0.3933, 0.4410, 0.4291, 0.2653, 0.4106, 0.3071, -1.3156, -0.4287, 0.1520, -0.3964, -1.1840, -0.5684, -1.2941, 0.3094, 0.3970, 0.3463, 0.2644, 0.4082, 0.3289, 0.3742, 0.3928, 0.2501, 0.3356, 0.3707, 0.4076, 0.3998, 0.3965, 0.2831],
  "homo_ev": -8.728,
  "charge": 0,
  "e_above_lowest_kcal_mol": 412.6,
  "e_tot_ev": -119113.005,
  "orbital_gap_ha": 0.0903,
  "spin_multiplicity": 1,
  "lumo_ev": -6.3
}